[1]
Computed, not measured: a 5-piece molecular cluster, C29H33F33N3O6 overall at a distorted geometry, with ωB97M-V with the def2-TZVPD basis set.

Element x y z (Å)
C1 -0.9953 -1.7729 -1.3948
C2 -1.6467 -3.2233 -1.7941
O1 -1.9628 -3.3696 -3.2433
C3 -2.9690 -3.5697 -0.8303
C4 -4.3153 -2.7339 -1.2512
C5 -4.4159 -1.2183 -0.6348
C6 -5.4907 -0.3954 -1.6168
C7 -5.4814 1.2150 -1.3082
C8 -4.3609 1.9059 -2.3378
O2 -4.7048 2.2159 -3.6067
F1 -2.9533 2.1848 -1.9346
N1 -6.8263 -1.0792 -1.4240
C9 -6.7128 -2.6011 -1.5693
N2 -7.6132 -3.2944 -2.3774
N3 -5.6271 -3.4432 -0.8862
H1 -1.5969 -0.9449 -1.9707
H2 0.1330 -1.6373 -1.6738
H3 -1.1928 -1.5899 -0.2377
H4 -0.8316 -4.0650 -1.5678
H5 -1.4095 -2.6357 -3.6778
H6 -3.2057 -4.7167 -1.0616
H7 -2.6966 -3.5276 0.3092
H8 -4.3519 -2.6195 -2.4368
H9 -4.9782 -1.2972 0.4148
H10 -3.3960 -0.6580 -0.5150
H11 -5.1147 -0.5442 -2.7364
H12 -5.1087 1.3335 -0.1810
H13 -6.4990 1.7638 -1.5055
H14 -7.4336 -0.7558 -2.2348
H15 -8.1194 -2.7315 -3.1043
H16 -7.7691 -4.3183 -2.2128
H17 -5.7553 -3.3189 0.1515
C10 0.5297 2.0122 -0.7744
C11 -0.0198 3.1421 0.1075
C12 -0.3751 4.4272 -0.6370
F2 0.6885 4.9700 -1.2702
F3 -0.8260 5.3720 0.2292
F4 0.8550 3.3811 1.1210
F5 -1.1585 2.6721 0.7072
O3 1.9532 1.8850 -0.8354
C13 2.6024 2.7479 -1.7673
C14 3.5016 3.7927 -1.0893
F6 2.8114 4.5446 -0.1949
F7 4.0216 4.6555 -2.0017
F8 1.6722 3.2986 -2.5825
F9 3.3584 1.9395 -2.5579
H18 0.1970 1.0717 -0.3136
H19 0.0759 2.0012 -1.7731
H20 -1.1647 4.2507 -1.3735
H21 4.3273 3.3129 -0.5586
C15 6.1385 6.5363 3.4685
C16 6.8467 6.4676 2.1082
C17 6.2935 5.4196 1.1449
F10 6.3768 4.1650 1.6409
F11 6.9995 5.4181 -0.0160
F12 8.1815 6.3020 2.3092
F13 6.7129 7.6969 1.5182
O4 6.7515 5.8195 4.5440
C18 6.4425 4.4284 4.6031
C19 7.6622 3.5326 4.3391
F14 8.2381 3.8087 3.1416
F15 7.3071 2.2211 4.3053
F16 5.4056 4.1698 3.7717
F17 5.9758 4.2044 5.8609
H22 6.1843 7.5869 3.7874
H23 5.0654 6.3212 3.3940
H24 5.2484 5.6258 0.8957
H25 8.4200 3.6650 5.1148
C20 7.3564 0.5051 -3.1775
C21 6.6109 0.0361 -4.4349
C22 5.2577 -0.6221 -4.1749
F18 5.3587 -1.7262 -3.4018
F19 4.6902 -1.0248 -5.3420
F20 7.4269 -0.7755 -5.1593
F21 6.4005 1.1405 -5.2180
O5 8.3494 -0.3826 -2.6560
C23 7.8552 -1.4218 -1.8134
C24 8.0363 -2.8214 -2.4202
F22 7.4471 -2.9204 -3.6388
F23 7.4648 -3.7722 -1.6349
F24 6.5707 -1.1501 -1.4828
F25 8.5644 -1.3311 -0.6563
H26 7.9246 1.3987 -3.4712
H27 6.6755 0.8610 -2.3946
H28 4.5655 0.0758 -3.6947
H29 9.0953 -3.0624 -2.5384
C25 -6.5855 -4.4282 4.9594
C26 -6.0852 -3.7539 3.6743
C27 -7.1049 -2.8552 2.9780
F26 -8.2172 -3.5263 2.6049
F27 -6.5791 -2.3273 1.8418
F28 -5.6041 -4.7057 2.8305
F29 -5.0047 -2.9831 4.0143
O6 -7.0673 -5.7689 4.8307
C28 -8.4210 -5.8908 4.3982
C29 -8.5499 -6.5359 3.0100
F30 -7.8442 -5.8546 2.0722
F31 -9.8435 -6.5427 2.5927
F32 -9.0214 -4.6799 4.4773
F33 -9.0379 -6.6733 5.3239
H30 -5.7118 -4.5206 5.6195
H31 -7.2844 -3.7955 5.5203
H32 -7.4016 -2.0225 3.6226
H33 -8.1859 -7.5659 3.0220

Properties
**HOMO level**: -0.471 Eh
**Spin multiplicity**: 1
**Total charge**: +1

[2]
Computed, not measured: a 2-piece molecular cluster, C3H8NO3S overall at a distorted geometry, with ωB97M-V with the def2-TZVPD basis set.

Element x y z (Å)
C1 0.6421 -0.6437 -1.6306
C2 0.6293 -0.5039 1.3152
C3 -2.1751 1.6609 -0.0204
N1 -2.6024 0.2954 0.1445
O1 -1.7135 -0.5803 0.0886
O2 -3.7624 0.0237 0.1384
O3 1.5695 1.4833 -0.4868
S1 0.4823 0.5291 -0.2920
H1 0.7726 0.0685 -2.5367
H2 -0.1144 -1.4068 -1.5373
H3 1.6233 -1.0019 -1.4811
H4 -0.3329 -1.0843 1.4356
H5 0.8016 0.3187 2.1284
H6 1.5050 -1.1906 1.2145
H7 -2.2150 2.1536 0.9516
H8 -2.4386 2.2248 -0.9144

Properties
**HOMO level (spin up / spin down)**: -0.558 / -0.540 Eh
**Spin multiplicity**: 1
**Total charge**: +1
**Energy above the lowest of the compared OMol25 structures with the same formula, charge and spin**: 725.88 kJ/mol

[3]
Computed, not measured: Br2S3 as an isolated structure at a distorted geometry, with ωB97M-V with the def2-TZVPD basis set.

Element x y z (Å)
S1 0.1087 1.6095 0.0176
S2 -2.2425 0.2830 0.7803
S3 1.1234 0.2221 -0.9153
Br1 -1.8677 -1.5576 -0.2937
Br2 2.8781 -0.5570 0.4111

Properties
**HOMO level (spin up / spin down)**: -0.342 / -0.337 Eh
**Spin multiplicity**: 1
**Total charge**: 0
**Energy above the lowest of the compared OMol25 structures with the same formula, charge and spin**: 121.91 kJ/mol

[4]
Computed, not measured: a 2-piece molecular cluster, C2H7O2PS overall at a distorted geometry, with ωB97M-V with the def2-TZVPD basis set.

Element x y z (Å)
C1 -2.9558 -0.1387 -0.3264
C2 2.6944 -0.9147 -0.3479
O1 2.9089 0.8695 1.5132
O2 0.6620 0.6811 0.0644
P1 -3.6829 1.0766 0.5625
S1 2.4070 0.9010 0.1691
H1 0.0776 1.0291 0.6682
H2 -3.4945 -0.7786 -1.0914
H3 -1.8697 -0.2675 -0.5307
H4 3.0554 -0.7637 -1.3659
H5 3.4825 -1.1738 0.4181
H6 1.6664 -1.2973 -0.1493
H7 -4.9512 0.7771 0.4162

Properties
**HOMO level**: -0.348 Eh
**Spin multiplicity**: 1
**Total charge**: 0
**Energy above the lowest of the compared OMol25 structures with the same formula, charge and spin**: 359.52 kJ/mol

[5]
Computed, not measured: C23H26N5O2S3Ti as an isolated structure, with ωB97M-V with the def2-TZVPD basis set.

Element x y z (Å)
Ti1 -0.0713 -0.3043 -0.9647
O1 3.5928 -2.3714 -0.5005
C1 2.6562 -1.6308 -0.7968
N1 1.3806 -1.7238 -0.3962
C2 1.1062 -2.7644 0.5693
C3 0.0115 -2.2826 1.4702
C4 -0.4401 -3.0028 2.5738
C5 -1.4007 -2.4411 3.3857
C6 -1.8923 -1.1741 3.0837
C7 -1.4226 -0.5460 1.9515
N2 -0.5065 -1.1004 1.1510
C8 2.8925 -0.4052 -1.6420
C9 4.0773 -0.2093 -2.3185
C10 4.2242 0.9544 -3.0571
C11 3.1946 1.8781 -3.0668
C12 2.0360 1.6008 -2.3587
N3 1.8824 0.4691 -1.6722
H1 2.0029 -2.9997 1.1508
H2 0.7710 -3.6935 0.0973
H3 -0.0211 -3.9788 2.7815
H4 -1.7601 -2.9735 4.2580
H5 -2.6222 -0.6837 3.7122
H6 -1.7618 0.4445 1.6659
H7 4.8404 -0.9709 -2.2477
H8 5.1316 1.1392 -3.6183
H9 3.2664 2.7989 -3.6284
H10 1.1941 2.2771 -2.3581
N4 -2.3346 -0.6857 -1.1126
C13 -3.1146 -1.8200 -1.6294
C14 -2.9676 -3.0761 -0.7913
N5 -1.6240 -3.6513 -0.8770
H11 -2.7780 -0.3140 -0.2781
H12 -2.3569 0.0551 -1.8277
H13 -2.7713 -2.0125 -2.6469
H14 -4.1762 -1.5565 -1.6801
H15 -3.7334 -3.7837 -1.1274
H16 -3.2013 -2.8350 0.2550
H17 -1.1297 -3.2588 -1.6751
H18 -1.6653 -4.6513 -1.0181
S1 -0.2315 -0.2797 -5.8081
C15 -0.4253 -0.2746 -4.1637
S2 0.0480 -1.5929 -3.1422
S3 -1.0690 1.0656 -3.2595
C16 -1.4672 3.4587 -0.3660
C17 -0.6058 2.4665 0.3623
O2 -0.4231 1.2973 -0.1911
C18 0.0411 2.7539 1.6001
C19 0.9788 1.8589 2.1773
C20 1.5973 2.1446 3.3775
C21 1.3229 3.3235 4.0697
C22 0.4126 4.2188 3.5159
C23 -0.2151 3.9512 2.3129
H19 -1.5596 3.1587 -1.4101
H20 -1.0350 4.4639 -0.3396
H21 -2.4821 3.5377 0.0488
H22 1.2177 0.9431 1.6525
H23 2.3144 1.4386 3.7829
H24 1.8099 3.5400 5.0122
H25 0.1867 5.1436 4.0358
H26 -0.9246 4.6665 1.9162

Properties
**HOMO level (spin up / spin down)**: -0.092 / -0.092 Eh
**Spin multiplicity**: 1
**Total charge**: -1
**Energy above the lowest of the compared OMol25 structures with the same formula, charge and spin**: 0.00 kJ/mol

[6]
Computed, not measured: a 2-piece molecular cluster, HN2O3P overall at a distorted geometry, with ωB97M-V with the def2-TZVPD basis set.

Element x y z (Å)
N1 -3.8402 0.5991 -1.0159
N2 0.5073 -0.9059 1.8089
O1 -3.6049 0.2874 -2.1294
O2 -3.4192 0.3578 0.0833
O3 1.6944 -1.0408 1.8554
P1 -0.8428 -0.1187 1.5251
H1 -1.9096 -1.0604 2.0767

Properties
**HOMO level (spin up / spin down)**: -0.344 / -0.319 Eh
**Spin multiplicity**: 1
**Total charge**: 0
**Energy above the lowest of the compared OMol25 structures with the same formula, charge and spin**: 189.95 kJ/mol

Electronic energy (Ha)
-5035.6635 -797.2231 -6342.5514 -970.2928 -3360.5314 -676.9433